Record 1
A cluster of 2 separate species, C26H49ClF7N4O3P in total. Source: the OMol25 dataset; level of theory: ωB97M-V/def2-TZVPD.

Calculated values
- highest occupied orbital energy (eV) = -9.8
- max |F| (Eh/bohr) = 0.082
- frontier orbital gap (eV) = 6.66

```
! RIJCOSX wB97M-V def2-TZVPD def2/J DEFGRID3
* xyz 0 1
C 4.573 4.176 -0.285
C 3.117 4.489 -0.695
C 2.567 3.243 -1.365
N 2.464 2.143 -0.372
C 1.575 1.131 -0.709
O 2.091 -0.106 -0.031
C 3.296 -0.044 0.414
N 4.248 -0.008 1.085
N 1.578 0.702 -2.103
Cl 2.900 0.703 -3.181
C 0.471 0.242 -2.507
C -0.516 0.274 -1.382
F -1.671 0.740 -2.000
C -0.870 -1.180 -1.040
C -1.450 -1.936 -2.233
C -1.494 -3.463 -1.919
C -0.644 -4.225 -2.934
C -0.289 -5.630 -2.509
N 0.230 -5.697 -1.148
C 0.058 1.176 -0.216
C -0.570 2.533 -0.366
C -1.825 2.768 0.499
C -2.904 1.658 0.534
C -3.559 1.478 1.932
C -3.305 0.114 2.620
C -4.373 -0.918 2.200
C -3.901 -2.364 1.929
C -3.160 -3.046 3.093
C -2.372 -4.299 2.656
C -0.886 -4.062 2.579
O -0.213 -5.309 2.585
C 1.106 -5.205 2.105
O -0.160 0.495 0.936
C 0.286 1.278 2.073
C 1.133 0.517 3.057
H 4.788 4.486 0.726
H 5.234 4.666 -0.981
H 4.792 3.119 -0.367
H 2.505 4.812 0.139
H 3.178 5.218 -1.495
H 1.606 3.496 -1.809
H 3.252 3.020 -2.164
H 2.211 2.577 0.505
H 0.267 -0.119 -3.489
H 0.023 -1.667 -0.667
H -1.640 -1.129 -0.291
H -2.447 -1.610 -2.475
H -0.856 -1.848 -3.138
H -1.084 -3.615 -0.932
H -2.527 -3.769 -1.978
H -1.249 -4.327 -3.830
H 0.227 -3.657 -3.242
H 0.471 -5.989 -3.201
H -1.141 -6.284 -2.633
H 0.966 -6.377 -1.076
H 0.610 -4.791 -0.913
H 0.174 3.252 -0.038
H -0.767 2.801 -1.391
H -1.489 3.022 1.495
H -2.293 3.653 0.096
H -3.698 1.943 -0.142
H -2.561 0.679 0.251
H -3.260 2.297 2.573
H -4.634 1.543 1.814
H -2.331 -0.283 2.355
H -3.296 0.187 3.699
H -5.100 -1.042 2.992
H -4.884 -0.604 1.297
H -3.253 -2.410 1.058
H -4.750 -2.999 1.714
H -3.928 -3.424 3.756
H -2.513 -2.384 3.654
H -2.709 -4.650 1.687
H -2.484 -5.091 3.381
H -0.611 -3.537 3.482
H -0.610 -3.504 1.683
H 1.656 -6.084 2.397
H 1.586 -4.304 2.462
H 1.077 -5.146 1.018
H 0.761 2.212 1.797
H -0.609 1.555 2.615
H 1.611 1.260 3.678
H 1.840 -0.134 2.586
H 0.462 -0.007 3.710
F 4.944 8.767 -4.520
P 4.272 7.530 -3.668
F 4.165 8.751 -2.578
F 2.882 6.944 -2.956
F 3.264 7.376 -4.966
F 5.053 6.690 -2.459
F 5.313 6.566 -4.519
*
```

***

Record 2
A cluster of 2 separate species, C26H49F4NO2P in total. Source: the OMol25 dataset; level of theory: ωB97M-V/def2-TZVPD.

Calculated values
- highest occupied orbital energy (eV) = -11.9
- max |F| (Eh/bohr) = 0.198
- frontier orbital gap (eV) = 9.19

```
! RIJCOSX wB97M-V def2-TZVPD def2/J DEFGRID3
* xyz 1 1
C -4.875 0.910 -3.398
C -3.497 0.764 -2.501
C -2.961 2.324 -2.225
C -1.696 2.562 -3.241
C -0.982 4.061 -3.077
C 0.640 3.916 -2.902
C 1.197 4.039 -1.367
C 0.075 3.817 -0.194
C 0.776 3.389 1.225
C -0.208 2.287 1.977
C 0.750 1.210 2.821
C 1.053 -0.177 1.974
P 1.301 -1.604 3.216
C 2.413 -1.194 4.714
C 3.589 -0.088 4.429
C 4.465 -0.337 3.065
F 5.318 -1.567 3.200
C 1.937 -3.240 2.466
C 2.870 -3.082 1.129
C 2.014 -2.818 -0.268
C 3.153 -2.707 -1.488
O 4.471 -2.928 -1.224
O 2.819 -2.422 -2.895
C 2.201 -1.097 -3.064
C 1.529 -1.105 -4.595
C -0.463 -1.975 3.956
C -1.484 -2.669 2.878
C -2.397 -1.618 2.009
F -1.988 -1.809 0.567
F -2.275 -0.209 2.460
F -3.823 -2.108 2.083
H -5.773 0.839 -2.624
H -4.901 -0.029 -4.134
H -4.873 1.926 -3.999
H -3.676 0.256 -1.453
H -2.625 0.187 -3.071
H -2.672 2.367 -1.085
H -3.840 3.112 -2.377
H -2.139 2.480 -4.346
H -0.875 1.708 -3.177
H -1.513 4.744 -2.289
H -1.157 4.588 -4.133
H 1.129 4.794 -3.542
H 0.968 2.898 -3.393
H 1.995 3.162 -1.232
H 1.808 5.037 -1.217
H -0.650 2.963 -0.534
H -0.538 4.825 -0.008
H 0.994 4.295 1.956
H 1.827 2.901 0.949
H -0.964 1.759 1.256
H -0.798 2.884 2.825
H 0.148 0.891 3.775
H 1.746 1.788 3.042
H 1.885 -0.066 1.159
H 0.045 -0.415 1.385
H 2.866 -2.163 5.240
H 1.698 -0.714 5.539
H 4.358 -0.182 5.337
H 3.210 1.041 4.477
H 3.853 -0.299 2.069
H 5.243 0.566 3.002
H 2.623 -3.763 3.291
H 1.102 -4.031 2.212
H 3.748 -2.306 1.224
H 3.399 -4.140 0.968
H 1.416 -1.811 -0.263
H 1.280 -3.702 -0.536
H 1.290 -0.934 -2.312
H 2.943 -0.190 -2.950
H 1.053 -2.179 -4.752
H 2.324 -0.845 -5.426
H 0.662 -0.295 -4.572
H -0.265 -2.723 4.856
H -0.890 -0.989 4.467
H -0.987 -3.413 2.125
H -2.252 -3.320 3.519
C -4.742 -3.201 -1.759
C -5.551 -2.638 -2.916
N -6.222 -2.171 -3.876
H -5.130 -2.818 -0.811
H -4.807 -4.293 -1.755
H -3.693 -2.907 -1.859
*
```

***

Record 3
A cluster of 6 separate species, C26H49FN2O19S in total. Source: the OMol25 dataset; level of theory: ωB97M-V/def2-TZVPD.

Calculated values
- highest occupied orbital energy (eV) = -10.0
- max |F| (Eh/bohr) = 0.027
- frontier orbital gap (eV) = 9.66

```
! RIJCOSX wB97M-V def2-TZVPD def2/J DEFGRID3
* xyz 0 1
C 2.980 1.674 -5.066
C 2.584 0.665 -5.583
C 2.052 -0.516 -6.249
C 2.571 -1.841 -5.660
C 3.824 -2.428 -6.323
N 5.114 -1.741 -6.082
C 5.334 -1.332 -4.714
O 5.253 -2.494 -3.868
N 5.428 -2.012 -2.552
O 4.844 -2.667 -1.792
S 5.481 -0.561 -7.153
O 5.735 0.672 -6.526
O 4.592 -0.540 -8.246
F 6.861 -1.058 -7.690
H 3.423 2.595 -4.801
H 0.979 -0.502 -6.047
H 2.142 -0.468 -7.330
H 2.639 -1.778 -4.577
H 1.782 -2.570 -5.848
H 3.616 -2.566 -7.377
H 3.941 -3.432 -5.916
H 4.639 -0.581 -4.342
H 6.343 -0.931 -4.635
C 3.955 -4.419 0.828
C 3.422 -5.553 1.678
O 2.739 -5.056 2.839
C 1.481 -4.667 2.639
O 0.881 -4.701 1.600
O 1.006 -4.215 3.802
C -0.331 -3.712 3.732
H 4.573 -3.750 1.428
H 4.551 -4.806 0.003
H 3.141 -3.824 0.416
H 4.247 -6.159 2.049
H 2.769 -6.210 1.104
H -1.003 -4.446 3.295
H -0.355 -2.785 3.160
H -0.647 -3.506 4.752
C -2.685 4.860 -3.152
C -2.805 4.147 -4.482
O -2.322 4.968 -5.556
C -1.000 4.975 -5.725
O -0.197 4.362 -5.076
O -0.721 5.795 -6.740
C 0.676 5.936 -7.008
H -3.176 5.833 -3.196
H -3.142 4.268 -2.359
H -1.640 5.034 -2.895
H -3.853 3.949 -4.703
H -2.286 3.189 -4.471
H 1.148 4.966 -7.147
H 1.160 6.482 -6.199
H 0.768 6.509 -7.927
C -10.067 4.791 -6.716
C -9.428 5.421 -5.497
O -8.006 5.239 -5.504
C -7.325 6.101 -6.259
O -7.792 6.998 -6.909
O -6.032 5.790 -6.174
C -5.174 6.610 -6.974
H -9.774 3.743 -6.802
H -11.154 4.851 -6.654
H -9.745 5.293 -7.629
H -9.790 4.933 -4.594
H -9.677 6.479 -5.418
H -5.334 7.666 -6.765
H -5.336 6.403 -8.031
H -4.151 6.351 -6.716
C 2.931 -2.316 5.551
C 3.351 -3.432 6.482
O 4.255 -2.955 7.493
C 3.683 -2.359 8.531
O 2.500 -2.194 8.693
O 4.642 -1.959 9.364
C 4.164 -1.256 10.512
H 3.805 -1.815 5.133
H 2.325 -2.709 4.739
H 2.350 -1.560 6.081
H 3.894 -4.194 5.925
H 2.489 -3.917 6.938
H 3.406 -1.834 11.038
H 3.767 -0.285 10.220
H 5.014 -1.107 11.172
C -4.444 -3.339 10.844
C -3.988 -3.077 9.424
O -3.139 -1.925 9.356
C -1.862 -2.138 9.686
O -1.384 -3.191 10.017
O -1.216 -0.981 9.593
C 0.170 -1.048 9.962
H -4.907 -2.446 11.266
H -5.164 -4.157 10.871
H -3.600 -3.600 11.482
H -4.847 -2.855 8.793
H -3.487 -3.947 8.999
H 0.690 -1.823 9.413
H 0.260 -1.215 11.036
H 0.617 -0.088 9.717
*
```